(one)
{
  "formula": "C9H9NO2",
  "method": "the ωB97M-V functional and the def2-TZVPD basis",
  "species": ["O", "C", "O", "C", "C", "C", "C", "C", "C", "C", "C", "N", "H", "H", "H", "H", "H", "H", "H", "H", "H"],
  "xyz": [[2.251, 0.166, -1.180], [1.982, -1.042, -0.577], [2.864, -2.287, -0.044], [0.649, -1.634, -0.232], [0.263, -1.098, 1.274], [-0.576, 0.145, 0.723], [-0.946, 1.165, 1.521], [-1.561, 2.190, 0.887], [-1.811, 2.196, -0.441], [-1.373, 1.320, -1.299], [-0.730, 0.161, -0.679], [-0.318, -1.024, -1.377], [3.793, -1.920, -0.341], [0.838, -2.760, -0.306], [-0.275, -1.955, 1.772], [1.272, -0.940, 1.746], [-0.952, 0.927, 2.603], [-1.875, 2.990, 1.471], [-2.404, 3.030, -0.943], [-1.403, 1.303, -2.422], [0.312, -0.931, -2.156]],
  "e_homo_ha": -0.3008,
  "orbital_gap_ev": 8.377
}

---

(two)
{
  "formula": "C9H9NO2",
  "method": "the ωB97M-V functional and the def2-TZVPD basis",
  "species": ["C", "C", "C", "C", "C", "C", "C", "C", "C", "N", "O", "O", "H", "H", "H", "H", "H", "H", "H", "H", "H"],
  "xyz": [[-2.675, -0.296, -1.369], [-2.688, -1.526, -0.698], [1.793, 1.587, 2.544], [1.746, 0.287, 2.001], [-1.376, 0.038, -1.596], [-1.423, -1.820, -0.342], [1.512, 2.469, 1.518], [1.392, 0.430, 0.700], [0.740, -1.089, -1.122], [-0.614, -0.872, -0.988], [1.276, 1.722, 0.348], [1.575, -0.486, -2.057], [-3.522, 0.317, -1.728], [-3.493, -2.151, -0.324], [1.999, 1.813, 3.603], [1.901, -0.711, 2.465], [-0.876, 0.880, -1.964], [-0.976, -2.513, 0.280], [1.350, 3.564, 1.416], [1.049, -2.095, -0.730], [1.311, 0.454, -1.958]],
  "e_homo_ha": [-0.2902, -0.2902],
  "orbital_gap_ev": [7.820, 7.822]
}

---

Bottom line: (one), by a margin of 1.401 eV.

---

(one)
{
  "formula": "C6H6O2S",
  "method": "the ωB97M-V functional and the def2-TZVPD basis",
  "species": ["C", "C", "C", "C", "C", "C", "O", "O", "S", "H", "H", "H", "H", "H", "H"],
  "xyz": [[0.862, -0.460, 1.570], [1.378, 0.601, 0.653], [0.707, -1.584, 1.003], [1.584, 0.164, -0.562], [-2.491, 1.171, -0.125], [-2.068, 1.132, -1.378], [-2.846, 1.178, 0.980], [0.618, -2.240, -1.622], [1.516, -1.691, -0.612], [0.695, -0.377, 2.620], [1.383, 1.596, 0.952], [0.363, -2.436, 1.463], [2.010, 0.777, -1.244], [-1.145, 0.536, -1.639], [-2.565, 1.632, -2.059]],
  "e_homo_ha": -0.3384,
  "orbital_gap_ev": 9.233
}

---

(two)
{
  "formula": "C6H6O2S",
  "method": "the ωB97M-V functional and the def2-TZVPD basis",
  "species": ["C", "C", "C", "C", "C", "C", "S", "O", "O", "H", "H", "H", "H", "H", "H"],
  "xyz": [[0.108, 1.588, -0.457], [1.044, 0.655, -0.285], [0.635, -0.710, -0.366], [-0.364, -1.414, 0.167], [-1.345, -0.781, 1.042], [-1.664, 0.495, 1.162], [-2.554, 1.390, 2.313], [-1.666, 2.402, 2.804], [-3.835, 1.855, 1.873], [0.247, 2.699, -0.352], [-0.842, 1.235, -0.578], [2.015, 1.036, -0.347], [1.509, -1.202, -0.721], [-0.644, -2.422, -0.026], [-1.698, -1.586, 1.773]],
  "e_homo_ha": [-0.3407, -0.3396],
  "orbital_gap_ev": [7.530, 7.486]
}

---

Bottom line: (one), by a margin of 2.001 eV.